[1]
# C3H9NO2

One molecule with the formula C3H9NO2 at a distorted geometry (ωB97M-V with the def2-TZVPD basis set, the Open Molecules 2025 dataset).

Element x y z (Å)
O  2.850  -0.187  -0.635
C  1.673  -0.511  0.069
C  0.395  -0.401  -0.787
N  -0.927  -0.505  -0.034
C  -1.591  0.822  0.058
O  -2.420  0.839  1.338
H  3.413  -0.920  -0.780
H  1.601  -1.487  0.674
H  1.346  0.227  0.849
H  0.393  0.587  -1.170
H  0.360  -1.129  -1.622
H  -1.667  -1.056  -0.437
H  -0.807  1.575  -0.012
H  -2.324  1.060  -0.707
H  -2.135  0.000  1.771

Calculated values
Spin multiplicity: 1
HOMO level (eV): -9.6
Calculated total energy (Ha): -324.8760
SMILES string: OCCNCO
ΔE to the lowest compared entry with this formula, charge and spin (kJ/mol): 253.7

Atomic partial charges in e from the Mulliken method, atoms 1 to 2: O -0.483; C -0.359



[2]
# C4H10N2O2

One molecule with the formula C4H10N2O2 at a distorted geometry (ωB97M-V with the def2-TZVPD basis set, the Open Molecules 2025 dataset).

Element x y z (Å)
C  -0.768  -0.405  0.637
C  -1.476  -1.636  0.280
C  -0.799  1.714  -0.394
N  1.413  0.542  0.568
C  -0.065  0.281  -0.408
N  2.172  -0.650  0.564
O  2.081  1.406  -0.313
O  0.242  -0.201  -1.541
H  1.964  0.969  -1.194
H  -0.968  0.097  1.577
H  1.927  -1.177  1.397
H  2.004  -1.208  -0.278
H  -2.233  -1.414  -0.486
H  -1.950  -2.141  1.120
H  -0.774  -2.283  -0.270
H  -1.747  1.637  -0.923
H  -0.942  2.138  0.597
H  -0.083  2.331  -0.933

Calculated values
Spin multiplicity: 1
HOMO level (alpha / beta) (eV): -8.5 / -8.3
Calculated total energy (Ha): -418.1828
ΔE to the lowest compared entry with this formula, charge and spin (kJ/mol): 730.4

Atomic partial charges in e from the Mulliken method, atoms 1 to 2: C -0.210; C -1.095



[3]
# CH10N2O2

A 3-piece molecular cluster, CH10N2O2 overall at a distorted geometry (ωB97M-V with the def2-TZVPD basis set, the Open Molecules 2025 dataset).

Element x y z (Å)
N  -0.536  -0.952  1.341
C  -0.090  -1.441  0.011
N  -1.172  -0.800  -0.891
H  -1.515  -0.761  1.111
H  -0.524  -1.628  2.155
H  -0.114  -2.540  -0.008
H  0.892  -1.095  -0.324
H  -0.964  0.194  -0.854
H  -0.933  -0.963  -1.867
O  1.163  1.458  -1.529
H  1.583  2.016  -2.153
H  0.726  2.118  -0.939
O  0.182  1.570  1.135
H  1.017  2.094  1.334
H  0.285  0.732  1.477

Calculated values
Spin multiplicity: 1
HOMO level (eV): -9.5
Calculated total energy (Ha): -304.0566
SMILES string: NCN.O.O
ΔE to the lowest compared entry with this formula, charge and spin (kJ/mol): 68.9

Atomic partial charges in e from the Mulliken method, atoms 1 to 2: N -0.660; C -0.160



[4]
# C10H9F2N2

A 2-piece molecular cluster, C10H9F2N2 overall at a distorted geometry (ωB97M-V with the def2-TZVPD basis set, the Open Molecules 2025 dataset).

Element x y z (Å)
F  2.748  2.807  -4.898
C  2.256  2.284  -3.776
C  0.888  2.554  -3.342
C  0.340  1.958  -2.151
C  1.304  1.093  -1.435
N  2.528  0.993  -1.986
N  3.044  1.493  -3.072
H  0.273  3.238  -3.971
H  -0.699  2.108  -1.797
H  1.026  0.560  -0.495
H  3.179  0.406  -1.446
F  -0.305  -0.896  0.001
C  -0.859  -1.262  1.190
C  -1.650  -2.392  1.244
C  -2.211  -2.769  2.457
C  -1.982  -2.004  3.595
C  -1.187  -0.867  3.523
C  -0.617  -0.495  2.313
H  -1.824  -2.971  0.345
H  -2.827  -3.657  2.515
H  -2.423  -2.296  4.540
H  -1.012  -0.269  4.409
H  0.013  0.384  2.239

Calculated values
Spin multiplicity: 1
HOMO level (eV): -12.0
Total charge: +1
Calculated total energy (Ha): -695.3987
ΔE to the lowest compared entry with this formula, charge and spin (kJ/mol): 57.2

Atomic partial charges in e from the Mulliken method, atoms 1 to 2: F -0.180; C 0.415



[5]
# C14H16O2

A 2-piece molecular cluster, C14H16O2 overall at a distorted geometry (ωB97M-V with the def2-TZVPD basis set, the Open Molecules 2025 dataset).

Element x y z (Å)
C  -4.174  1.677  4.047
C  -3.036  1.253  3.130
C  -3.159  0.442  1.920
C  -2.097  0.137  1.116
C  -0.861  0.568  1.468
O  0.025  0.276  0.437
C  -0.629  1.498  2.500
C  -1.769  1.735  3.377
H  -4.272  0.718  4.758
H  -5.155  1.869  3.600
H  -4.145  2.596  4.628
H  -4.213  0.106  1.683
H  -2.019  -0.332  0.145
H  0.843  -0.283  0.699
H  0.331  2.045  2.457
H  -1.504  2.328  4.232
C  2.722  0.816  -4.077
C  2.344  -0.370  -3.168
C  1.052  -0.861  -3.108
C  0.725  -1.899  -2.377
C  1.728  -2.369  -1.407
O  1.629  -3.473  -0.602
C  2.938  -1.770  -1.282
C  3.331  -0.851  -2.278
H  3.819  0.711  -4.307
H  2.747  1.809  -3.513
H  2.078  0.795  -5.013
H  0.242  -0.492  -3.812
H  -0.134  -2.580  -2.387
H  2.360  -3.614  -0.098
H  3.780  -1.952  -0.482
H  4.472  -0.533  -2.283

Calculated values
Spin multiplicity: 1
HOMO level (eV): -8.2
Calculated total energy (Ha): -693.4432
SMILES string: Cc1ccc(O)cc1.Cc1ccc(O)cc1
ΔE to the lowest compared entry with this formula, charge and spin (kJ/mol): 297.5

Atomic partial charges in e from the Mulliken method, atoms 1 to 2: C -1.225; C 0.300



[6]
# C5H19O5

A 5-piece molecular cluster, C5H19O5 overall at a distorted geometry (ωB97M-V with the def2-TZVPD basis set, the Open Molecules 2025 dataset).

Element x y z (Å)
C  0.479  0.947  0.577
O  0.563  2.244  1.037
H  0.763  0.308  1.439
H  -0.488  0.639  0.104
H  1.226  0.707  -0.220
C  1.142  -2.719  -0.256
O  0.837  -4.111  -0.383
H  1.130  -2.237  -1.236
H  0.412  -2.234  0.388
H  2.113  -2.549  0.216
H  1.541  -4.499  -0.907
C  -2.821  3.194  -1.233
O  -2.129  3.184  -0.003
H  -3.891  3.031  -1.054
H  -2.613  4.114  -1.788
H  -2.506  2.379  -1.900
H  -1.505  2.443  0.025
C  4.427  0.730  -0.501
O  3.970  0.174  0.712
H  3.617  1.031  -1.153
H  4.969  1.666  -0.273
H  5.230  0.172  -0.994
H  4.727  -0.212  1.160
C  -3.454  -1.025  1.012
O  -4.092  -2.148  1.602
H  -2.369  -0.986  1.103
H  -3.610  -1.156  -0.078
H  -4.016  -0.114  1.192
H  -3.653  -2.975  1.411

Calculated values
Spin multiplicity: 1
HOMO level (eV): -2.1
Total charge: -1
Calculated total energy (Ha): -577.9677
ΔE to the lowest compared entry with this formula, charge and spin (kJ/mol): 138.3

Atomic partial charges in e from the Mulliken method, atoms 1 to 2: C 0.083; O -0.902